The following is a DFT calculation (ωB97M-V/def2-TZVPD) of C5H4NaO7Rb as an isolated structure.

The calculation puts the total energy at -24656.23799 eV.

ORCA input file:
```
! wB97M-V def2-TZVPD RIJCOSX def2/J DEFGRID3
* xyz 0 1
O 1.7380 2.6524 2.2710
C 1.8242 1.6757 1.4979
O 1.4965 0.4900 1.7517
O -2.4179 -1.7622 -0.8669
O -4.6090 -1.3374 -0.8638
C -5.4638 -0.2159 -1.1577
C -4.4806 0.8346 -1.6844
O -3.2015 0.2844 -1.3144
C -3.3411 -0.9763 -0.9374
H -6.2034 -0.5324 -1.8973
H -5.9562 0.0837 -0.2261
H -4.5849 1.8111 -1.2042
H -4.5008 0.9381 -2.7743
Na 2.7874 4.4874 1.5520
Rb 1.4540 -2.0054 -0.1925
O 3.1157 3.0032 -0.0892
O 2.7282 0.8579 -0.5934
C 2.6271 1.8767 0.1327
*
```

The following is a DFT calculation (ωB97M-V/def2-TZVPD) of C39H47HgN5O2SbSi as an isolated structure.

Its energy relative to the best compared isomer or geometry (same formula, charge and spin) is 38.3 kcal/mol. The calculation puts the total energy at -71339.32981 eV.

ORCA input file:
```
! wB97M-V def2-TZVPD RIJCOSX def2/J DEFGRID3
* xyz 0 2
Hg 0.3461 0.6472 0.6304
C -4.0504 2.0757 -2.7812
C -2.6112 2.5043 -2.7129
C -1.7649 2.3412 -3.8082
C -0.4567 2.7808 -3.7254
C -0.0299 3.3961 -2.5586
C -0.9323 3.5140 -1.5096
N -2.1943 3.0756 -1.5803
Sb -0.4328 4.6956 0.2079
C -1.2943 3.4865 1.7591
C -1.7419 4.2414 2.8400
C -2.3980 3.6243 3.8895
C -2.6165 2.2641 3.8088
C -2.1280 1.5542 2.7147
C -2.3914 0.0819 2.6378
N -1.4507 2.1496 1.7228
C 2.8380 2.2460 1.7039
C 4.3009 2.0414 2.0274
C 4.7220 1.0286 2.7888
C 3.7820 0.0637 3.2973
C 2.4782 0.1387 2.8949
C 1.4991 -0.8795 3.4173
N 1.9853 1.1015 2.0853
H -4.6071 2.7358 -3.4497
H -4.1415 1.0576 -3.1634
H -4.4963 2.1284 -1.7911
H -2.1253 1.8662 -4.7117
H 0.2209 2.6431 -4.5595
H 0.9804 3.7770 -2.4640
H -1.5770 5.3124 2.8421
H -2.7459 4.1908 4.7441
H -3.1505 1.7354 4.5871
H -3.4524 -0.0926 2.4463
H -1.8254 -0.3897 1.8427
H -2.1367 -0.4028 3.5813
H 4.9898 2.7610 1.5951
H 5.7770 0.9108 3.0126
H 4.0922 -0.7125 3.9840
H 1.5158 -0.8808 4.5078
H 0.4845 -0.6594 3.0871
H 1.7741 -1.8766 3.0773
C 4.2779 -0.0588 -0.6018
Si 2.9818 1.2145 -1.0805
C 2.6713 2.5828 0.2131
C 3.6421 2.1194 -2.6162
N 1.4198 0.4817 -1.2509
C 0.9061 -0.1246 -2.3639
C 1.7060 -0.5789 -3.4336
C 1.1695 -1.0478 -4.6189
C -0.2058 -1.0811 -4.7990
C -1.0239 -0.6740 -3.7542
C -0.4881 -0.2560 -2.5479
O -1.2833 0.2771 -1.5321
C -2.5620 -0.1396 -1.2468
C -3.3449 0.8099 -0.5999
C -4.6366 0.5003 -0.2105
C -5.1678 -0.7558 -0.4727
C -4.3838 -1.6963 -1.1256
C -3.0827 -1.4009 -1.5098
H 5.2689 0.3957 -0.5367
H 4.3139 -0.8580 -1.3511
H 4.0534 -0.5096 0.3684
H 3.2856 3.4612 -0.0106
H 2.4783 3.1305 2.2660
H 1.6282 2.8962 0.0606
H 4.6565 1.7865 -2.8489
H 3.6787 3.1990 -2.4513
H 3.0270 1.9447 -3.5036
H 2.7821 -0.5524 -3.3073
H 1.8304 -1.3747 -5.4130
H -0.6413 -1.4042 -5.7356
H -2.0971 -0.6576 -3.8887
H -2.9144 1.7892 -0.4145
H -5.2358 1.2457 0.2995
H -6.1818 -0.9956 -0.1792
H -4.7853 -2.6799 -1.3403
H -2.4767 -2.1509 -1.9928
O -0.4974 -2.0091 1.3010
C -0.5877 -3.1708 0.9445
C -1.3022 -4.2376 1.7358
C -0.2104 -5.2562 2.1802
C 1.2129 -4.6639 2.3283
C 2.0670 -4.6015 1.0439
C 1.6012 -3.5298 0.0468
N 0.1447 -3.6626 -0.1129
H -2.0644 -4.7297 1.1282
H -1.7924 -3.7772 2.5912
H -0.1757 -6.0901 1.4741
H -0.5095 -5.6759 3.1411
H 1.7548 -5.2746 3.0518
H 1.1369 -3.6652 2.7614
H 2.0287 -5.5783 0.5493
H 3.1092 -4.4170 1.3154
H 2.0915 -3.6430 -0.9195
H 1.8051 -2.5235 0.4112
H -0.1128 -4.6082 -0.3593
*
```

The following is a DFT calculation (ωB97M-V/def2-TZVPD) of C12H28BaO16 as an isolated structure.

Its energy relative to the best compared isomer or geometry (same formula, charge and spin) is 12.4 kcal/mol. The calculation puts the total energy at -46359.24394 eV.

ORCA input file:
```
! wB97M-V def2-TZVPD RIJCOSX def2/J DEFGRID3
* xyz -2 1
Ba -0.5361 8.6869 22.3423
O -3.3315 11.6928 21.3633
C -3.6308 10.3696 21.6865
O -2.9421 9.8569 22.6243
O -4.4528 9.7914 20.9838
H -3.7857 11.7779 20.5157
O 2.4051 5.7554 23.7470
C 1.1769 5.1379 23.3855
O 1.1522 3.9101 23.6025
O 0.2766 5.8768 22.9478
H 2.9184 4.9599 23.9444
O -3.4520 7.5130 24.2632
C -3.1891 6.4670 23.3859
O -3.4545 5.2998 23.6927
O -2.6365 6.8150 22.2977
H -3.2929 8.2905 23.6852
O 0.0023 10.6056 19.3784
C -1.0660 9.7696 19.0121
O -1.4803 8.9498 19.8555
O -1.4588 9.9008 17.8311
H 0.1243 11.0644 18.5375
C 3.6651 8.5376 25.2324
C 3.2788 9.0963 23.8652
O 2.1471 8.3836 23.3508
H 3.1839 9.0737 26.0509
H 4.7438 8.5077 25.4405
H 3.4127 7.4834 25.3617
H 4.1050 9.0255 23.1568
H 2.8883 10.1000 24.0183
H 2.3674 7.4321 23.3714
C 3.3444 6.4975 20.4708
C 2.2977 7.0553 19.5318
O 1.1184 7.3985 20.2957
H 4.1050 5.9480 19.8912
H 2.9319 5.6859 21.0719
H 3.8386 7.2342 21.0985
H 2.0205 6.2921 18.8035
H 2.5971 7.9748 19.0279
H 0.4625 6.7468 20.0245
C -0.4379 12.2807 25.4553
C 0.2277 12.2921 24.0820
O -0.4769 11.4573 23.1652
H -0.3858 11.2504 25.8046
H -1.4933 12.5587 25.4058
H 0.0530 12.9989 26.1154
H 1.1954 11.7909 24.1750
H 0.3851 13.3010 23.6859
H -1.3867 11.7875 23.1303
C -0.8179 8.1193 27.3302
C -0.1791 8.1790 25.9333
O -1.0079 8.7735 24.9769
H -1.0037 9.0903 27.8110
H -0.2759 7.4802 28.0259
H -1.8192 7.6939 27.2003
H -0.0947 7.0875 25.8126
H 0.8217 8.6017 25.9102
H -1.9445 8.6828 25.2079
*
```

The following is a DFT calculation (ωB97M-V/def2-TZVPD) of a 2-piece molecular cluster, ClH3SSi overall.

Its energy relative to the best compared isomer or geometry (same formula, charge and spin) is 85.7 kcal/mol. The calculation puts the total energy at -31281.45881 eV.

ORCA input file:
```
! wB97M-V def2-TZVPD RIJCOSX def2/J DEFGRID3
* xyz 0 1
Si 0.1330 1.3168 -0.0775
S -0.4892 -2.6332 0.2219
Cl -0.9524 2.5541 -1.1898
H 1.4662 1.4974 -0.6800
H -0.4812 -0.0624 0.4238
H 0.3236 -2.6727 1.3016
*
```

Question: Number 4 is which compound?
Answer: ClH3SSi